Entry 1:
The following is a quantum chemistry calculation of a cluster of 2 separate species, C2H3Cl2N2O in total at a distorted geometry, from OMol25.

```
10
Properties=species:S:1:pos:R:3:forces:R:3
C 0.827 -0.191 -0.036 4.48 0.15 -1.34
C -1.550 0.046 -0.396 -1.32 -1.48 3.79
N 3.050 -0.199 0.748 -0.79 0.59 -0.60
N -0.320 -0.233 0.408 -3.00 1.10 1.95
O 3.535 0.551 0.098 -0.11 -0.54 0.42
Cl -2.715 -1.349 -0.034 1.01 1.32 -0.43
Cl -2.159 1.564 0.259 0.03 -0.40 -0.87
H 1.139 -0.020 -1.128 -1.21 -0.44 1.27
H -1.250 -0.061 -1.367 0.15 0.53 -2.71
H -0.557 -0.110 1.447 0.76 -0.82 -1.50
```
Forces are in eV/Å.

Values from the calculation:
Max |F|, eV/Å: 4.681
E_HOMO (spin up / spin down), eV: -14.608 / -14.151
LUMO energy (spin up / spin down), eV: -6.1 / -6.3
Total charge: +1
Relative energy (zero: lowest compared OMol25 entry of this formula, charge and spin), kJ/mol: 62.24

Atomic partial charges in e from the Löwdin method, atoms 1 to 6: C 0.0717; C -0.9784; N 0.2296; N -0.1277; O 0.1880; Cl 0.5841

Entry 2:
The following is a quantum chemistry calculation of a cluster of 6 separate species, H11O6 in total at a distorted geometry, from OMol25.

```
17
Properties=species:S:1:pos:R:3:forces:R:3
O 0.521 1.342 1.428 -0.55 0.09 1.78
H 0.340 1.569 2.378 0.39 -0.17 -1.41
O 0.171 3.149 -0.383 -0.24 0.04 0.64
H 0.166 2.362 0.333 0.62 1.61 -0.45
H 0.362 4.011 0.050 -0.19 -1.37 -0.14
O -1.539 0.024 0.635 -1.12 0.60 0.30
H -2.151 0.775 0.516 0.48 -0.56 -0.05
H -0.772 0.447 1.139 0.53 0.11 -0.54
O 1.745 -0.862 0.715 1.96 -1.90 -0.62
H 2.683 -0.684 0.860 0.20 -0.66 -0.26
H 1.447 -0.037 1.039 -2.09 2.53 0.87
O -2.039 -2.168 -0.801 0.80 1.33 -1.62
H -1.885 -1.296 -0.357 0.17 -0.42 0.04
H -2.423 -2.718 -0.164 -0.78 -1.12 1.50
O 1.184 -1.634 -1.965 -1.16 -0.83 0.54
H 0.389 -2.141 -1.608 1.50 1.26 -0.48
H 1.501 -1.089 -1.214 -0.52 -0.53 -0.09
```
Forces are in eV/Å.

Values from the calculation:
Max |F|, eV/Å: 3.399
E_HOMO, eV: -5.512
LUMO energy, eV: 4.0
Total charge: -1
Relative energy (zero: lowest compared OMol25 entry of this formula, charge and spin), kJ/mol: 69.43

Atomic partial charges in e from the Löwdin method, atoms 1 to 6: O -0.3994; H -0.0041; O -0.2083; H -0.0102; H -0.0019; O -0.1193

Entry 3:
The following is a quantum chemistry calculation of a cluster of 2 separate species, CH4NO3 in total at a distorted geometry, from OMol25.

```
9
Properties=species:S:1:pos:R:3:forces:R:3
C -0.809 -0.416 0.026 -3.85 2.63 -1.46
N -0.265 -1.545 -0.021 0.51 0.71 1.06
O -1.595 0.333 0.742 0.87 -0.61 3.74
O -1.563 0.437 -0.677 1.58 -0.74 -3.04
O 1.236 1.205 -0.033 1.32 1.16 -0.15
H -0.058 -1.811 0.942 0.71 -1.24 -0.46
H 0.777 2.046 0.083 -0.50 -0.05 0.08
H 0.127 -1.838 -0.906 0.43 -0.64 0.12
H 2.151 1.590 -0.156 -1.07 -1.23 0.11
```
Forces are in eV/Å.

Values from the calculation:
Max |F|, eV/Å: 4.885
E_HOMO, eV: -16.305
LUMO energy, eV: -5.1
Total charge: +1
Relative energy (zero: lowest compared OMol25 entry of this formula, charge and spin), kJ/mol: 182.65

Atomic partial charges in e from the Löwdin method, atoms 1 to 6: C -0.3615; N 0.3722; O 0.2510; O 0.2395; O -0.0593; H 0.2003